A 2-piece molecular cluster, Br3ClSi overall in a non-equilibrium geometry, computed with wB97M-V/def2-TZVPD.

Structure (XYZ):
```
5
Br3ClSi, DFT wB97M-V/def2-TZVPD
Si -0.27479 -0.15191 0.24085
Cl -1.51470 -0.59365 -1.28493
Br 1.59800 -1.25747 0.19319
Br 1.10332 2.38880 -1.54371
Br -0.91182 -0.38577 2.39460
```

Properties
Multiplicity ... 3
Expectation value of S² ... 2.0044
Lowest unoccupied orbital energy (alpha / beta) ... 0.44 / -4.08 eV
HOMO energy (alpha / beta) ... -8.017 / -10.633 eV

***

A 2-piece molecular cluster, Br3H2PSi overall in a non-equilibrium geometry, computed with wB97M-V/def2-TZVPD.

Structure (XYZ):
```
7
Br3H2PSi, DFT wB97M-V/def2-TZVPD
Si 1.12103 -0.41832 -0.46029
P -2.20889 -0.03853 0.73130
Br 2.29882 1.42646 0.22563
Br 1.78488 -2.03118 0.92094
Br 1.85999 -0.74544 -2.49362
H -2.58901 0.64935 -0.50129
H -2.26682 1.15767 1.57734
```

Properties
Lowest unoccupied orbital energy (alpha / beta) ... -1.80 / -2.38 eV
HOMO energy (alpha / beta) ... -8.844 / -9.334 eV
Energy relative to the best compared isomer or geometry (same formula, charge and spin) ... 224.5 kJ/mol